Formula: C19H40NP3SeYb
Source: the OMol25 dataset
Level of theory: ωB97M-V/def2-TZVPD

Geometry as XYZ:
```
65
Properties=species:S:1:pos:R:3:forces:R:3:lowdin_spin:R:1
Yb -0.0259 -0.0104 1.4886 0.9 0.1 -0.2 -0.0001
P -2.6808 -0.1116 0.7374 -0.5 0.0 -0.3 0.0000
P 0.1898 -2.7931 1.0764 0.2 -1.6 -0.2 0.0000
P -0.0117 2.7754 0.9925 0.0 1.3 -0.1 0.0001
H 2.0237 -0.8899 -0.9169 0.1 0.0 0.2 -0.0002
C 2.2358 0.0575 -0.4205 0.4 0.1 0.8 -0.0004
C 2.9089 0.1091 0.7499 -0.5 -0.1 -1.3 0.0000
H 3.2725 -0.7900 1.2241 0.0 -0.2 0.1 0.0000
C -3.0207 -0.1585 -1.0566 0.1 0.0 -0.1 0.0011
C -3.6016 -1.5679 1.3343 0.0 0.1 0.0 0.0000
C -3.7241 1.2798 1.2842 0.1 -0.1 0.0 0.0001
C 1.8859 -3.5030 1.0790 0.1 0.3 0.1 0.0000
C -0.6392 -3.9249 2.2587 -0.2 0.2 0.2 0.0000
C -0.4350 -3.4398 -0.5274 -0.1 0.2 -0.1 0.0002
C 1.6151 3.6193 0.9788 0.1 -0.3 0.1 0.0000
C -0.9170 3.8265 2.1853 -0.1 -0.2 0.2 0.0001
C -0.7096 3.3537 -0.5983 -0.1 -0.2 -0.2 0.0013
H 1.9587 0.9600 -0.9682 0.1 -0.1 0.2 -0.0001
H 3.2070 1.0496 1.1869 0.0 0.2 0.1 0.0000
H -4.1124 -0.2011 -1.1924 0.4 0.0 -0.3 0.0000
H -2.5360 -1.0369 -1.5078 -0.3 0.1 0.1 0.0011
H -2.6010 0.7375 -1.5386 -0.3 -0.1 0.1 0.0004
H -4.6493 -1.4335 1.0251 0.2 -0.3 0.2 0.0000
H -3.5202 -1.6074 2.4305 -0.2 -0.1 -0.3 0.0000
H -3.1773 -2.4923 0.9113 -0.3 0.3 0.1 0.0000
H -4.7581 1.0361 0.9969 0.2 0.4 0.2 0.0000
H -3.3903 2.2187 0.8144 -0.3 -0.3 0.2 0.0000
H -3.6345 1.3753 2.3762 -0.2 0.1 -0.3 0.0000
H 1.8655 -4.5664 0.7854 0.1 0.5 0.2 0.0000
H 2.3022 -3.3988 2.0929 0.0 -0.1 -0.3 0.0000
H 2.5238 -2.9301 0.3912 -0.1 -0.3 0.1 0.0000
H -0.7422 -4.9419 1.8475 0.1 0.4 0.1 0.0000
H -1.6315 -3.5304 2.5086 0.1 -0.2 0.0 0.0000
H -0.0531 -3.9622 3.1875 -0.2 -0.1 -0.2 0.0000
H -0.1254 -4.4920 -0.6426 -0.2 0.4 0.0 0.0000
H -0.0210 -2.8388 -1.3510 -0.1 -0.3 0.1 0.0003
H -1.5326 -3.3589 -0.5727 0.4 -0.1 0.0 0.0000
H 1.4991 4.6748 0.6868 0.1 -0.4 0.1 0.0000
H 2.2871 3.1027 0.2809 -0.1 0.3 0.1 0.0000
H 2.0533 3.5524 1.9849 0.0 0.1 -0.3 0.0000
H -0.9033 4.8830 1.8813 0.0 -0.3 0.1 0.0000
H -0.4447 3.7280 3.1705 -0.1 0.1 -0.2 0.0000
H -1.9545 3.4850 2.2850 0.2 0.2 0.0 0.0000
H -0.4956 4.4259 -0.7226 -0.2 -0.3 -0.1 0.0001
H -1.7950 3.1817 -0.6307 0.3 0.1 0.0 0.0000
H -0.2618 2.7896 -1.4280 0.0 0.2 0.1 0.0021
C 0.9676 0.1192 -4.8383 -0.1 -0.2 0.8 0.1708
C 2.1542 -0.1178 -4.1246 1.5 -0.1 0.6 0.0798
C 3.4042 -0.0477 -4.7268 -0.2 -0.2 0.8 0.0240
C 3.5181 0.2148 -6.1067 -0.5 0.0 0.5 0.2008
C 2.3408 0.3969 -6.8565 -0.7 0.0 0.0 0.0209
C 1.0840 0.3448 -6.2402 0.0 0.2 -0.8 0.0812
Se -0.6292 0.1421 -3.7870 0.6 0.0 -0.6 0.3926
H -0.1351 -0.1383 -2.3489 0.2 0.2 -1.5 0.0162
H 2.0810 -0.3331 -3.0564 0.2 0.1 -0.4 0.0006
H 4.3073 -0.1962 -4.1136 -0.5 0.0 -0.4 -0.0011
H 4.4984 0.2699 -6.5669 -0.1 0.0 -0.1 0.0082
H 2.4408 0.5854 -7.9362 -0.3 -0.1 0.6 -0.0011
H 0.1893 0.4881 -6.8430 0.2 0.0 0.1 0.0009
C 0.0068 0.0048 6.3855 0.0 0.0 0.5 0.0000
C 0.0442 0.0083 4.9389 -0.2 0.0 -2.3 0.0000
N 0.0253 0.0068 3.7685 0.1 0.0 3.4 0.0000
H -0.9000 0.5198 6.7373 0.3 -0.1 -0.2 0.0000
H 0.8884 0.5202 6.7949 -0.2 -0.2 -0.2 0.0000
H -0.0091 -1.0300 6.7616 0.0 0.3 -0.2 0.0000
```
Positions in Å, forces in eV/Å.

Results
Relative energy (zero: lowest compared OMol25 entry of this formula, charge and spin)   8.54 kcal per mole
Lowest unoccupied orbital energy (spin up / spin down)   -8.524 / -11.897 eV
2S+1   2
Total charge   +3
E_HOMO (spin up / spin down)   -16.0 / -16.0 eV
Expectation value of S²   0.77


Formula: C7H10O
Source: the OMol25 dataset
Level of theory: ωB97M-V/def2-TZVPD

Geometry as XYZ:
```
18
Properties=species:S:1:pos:R:3:forces:R:3:mulliken_charge:R:1
C -0.7086 -0.8951 1.1274 -1.0 -3.6 -1.2 -0.6171
C -2.0670 0.0651 -0.5381 -0.1 -2.3 -4.2 0.1155
C -1.9952 1.3268 -0.0982 4.2 -6.7 4.8 -0.7664
C 1.2964 0.7918 0.7091 1.2 4.0 -0.7 -0.5812
C 2.2777 0.2992 -0.3291 2.0 -1.7 -0.8 -0.1425
C 1.2414 -0.8424 -0.7351 -1.9 -1.3 2.0 -0.8084
C 0.4810 -0.2409 0.5026 0.4 -1.7 0.9 0.6420
H -0.7654 -2.1722 1.2662 1.5 3.7 0.9 0.2126
H -1.2701 -0.3544 1.9427 0.6 -0.6 -0.9 0.3455
H -2.4152 -0.3744 -1.6227 -0.1 2.1 2.6 0.2624
H -1.2200 1.5035 0.7068 -1.6 0.1 -0.8 0.1281
H -2.3116 2.0458 -0.6147 -2.8 5.7 -4.0 0.4073
H 1.3762 2.0417 1.0836 -0.7 -4.4 -0.4 0.2157
H 2.4815 1.0599 -1.2956 0.5 -2.2 2.9 0.2521
H 3.0994 -0.4552 0.3403 -1.3 3.1 -2.5 0.2126
H 1.2784 -2.0733 -0.6849 0.9 3.2 -0.1 0.2381
H 0.6813 -0.6252 -1.6515 0.2 0.2 0.2 0.1868
O -1.4603 -1.1006 -0.1089 -2.0 2.3 1.2 -0.3030
```
Positions in Å, forces in eV/Å.

Results
Relative energy (zero: lowest compared OMol25 entry of this formula, charge and spin)   174.98 kcal per mole
Lowest unoccupied orbital energy   0.969 eV
2S+1   1
Total charge   0
E_HOMO   -9.0 eV
SMILES   C=COCC1=CCC1


Formula: CH2BrNO
Source: the OMol25 dataset
Level of theory: ωB97M-V/def2-TZVPD

Geometry as XYZ:
```
6
Properties=species:S:1:pos:R:3:forces:R:3:mulliken_charge:R:1
C -0.4206 0.1228 0.0239 -0.4 4.9 -0.1 0.2749
N 0.7396 -0.4188 -0.0004 0.0 -0.7 0.0 -0.2854
O -0.7727 2.3408 0.0059 0.8 -3.8 0.1 -0.4855
Br -1.9783 -0.7886 -0.0067 -0.3 -0.7 0.0 -0.0192
H 1.5605 0.1745 0.0117 -0.2 0.1 0.0 0.2753
H 0.8716 -1.4307 -0.0344 0.1 0.2 0.0 0.2399
```
Positions in Å, forces in eV/Å.

Results
Relative energy (zero: lowest compared OMol25 entry of this formula, charge and spin)   157.72 kcal per mole
Lowest unoccupied orbital energy (spin up / spin down)   -0.500 / -0.358 eV
2S+1   1
Total charge   0
E_HOMO (spin up / spin down)   -9.1 / -9.1 eV